# C13H24F10NO21PS6

A 5-piece molecular cluster, C13H24F10NO21PS6 overall at a distorted geometry (the ωB97M-V functional and the def2-TZVPD basis, the Open Molecules 2025 dataset).

Calculated values
**Net charge**: 0
**E_HOMO**: -10.7694 eV

XYZ file:
```
76
C13H24F10NO21PS6 | the Open Molecules 2025 dataset | the ωB97M-V functional and the def2-TZVPD basis
O 1.85211 -0.01376 0.20694
P 3.28992 0.06497 0.51468
O 4.02231 -1.30936 0.15188
O 3.52591 0.33403 2.05946
C 4.17323 1.43083 -0.32305
N 3.25286 2.33059 -1.04198
C 3.01171 3.61922 -0.34641
C 1.87698 3.44111 0.67941
C 0.54456 4.06395 0.30359
F 0.80112 5.31796 -0.17570
F -0.21203 4.23642 1.41058
C -0.28000 3.37545 -0.82599
F -1.11113 4.29361 -1.34115
F 0.50492 2.97928 -1.81279
S -1.39266 1.92205 -0.30219
F -0.52068 0.88135 -1.09458
F -2.25673 2.12909 -1.62479
F -2.34353 2.93080 0.48328
F -0.54895 1.60450 0.99601
F -2.39015 0.75638 0.10624
S 3.74035 2.52146 -2.60629
O 3.80839 1.23805 -3.19692
O 2.98164 3.55470 -3.20934
F 5.23070 3.01803 -2.48246
H 3.86017 -1.46326 -0.79507
H 2.72404 0.09587 2.54417
H 4.83838 0.96813 -1.05242
H 4.81345 1.92804 0.40801
H 2.79409 4.38524 -1.08296
H 3.91373 3.91935 0.19153
H 1.78209 2.38485 0.92975
H 2.16795 3.95096 1.60000
C -4.84197 1.65753 1.89782
C -5.77660 2.82025 1.63832
O -7.08724 2.23472 1.71532
S -7.08917 1.05727 2.79221
O -7.58796 1.53656 4.02846
O -7.64397 -0.09892 2.17986
O -5.50947 0.88685 2.91138
H -4.72634 1.03722 1.00923
H -3.86768 1.97933 2.24968
H -5.62724 3.27282 0.66257
H -5.69394 3.58586 2.41191
C 0.91098 -3.79781 -2.85940
C 1.83052 -3.81926 -1.65439
O 3.05544 -3.24842 -2.14417
S 2.72139 -2.13061 -3.24873
O 2.72663 -0.86269 -2.61428
O 3.50279 -2.39724 -4.39938
O 1.20618 -2.55387 -3.51027
H 1.13279 -4.61280 -3.55062
H -0.14012 -3.82553 -2.58669
H 2.01661 -4.82250 -1.28227
H 1.45387 -3.18870 -0.84611
C -9.54740 -1.93444 -0.57612
C -8.20727 -2.32574 0.00627
O -8.01360 -3.67713 -0.44569
S -8.66973 -3.86615 -1.88827
O -7.67167 -3.72698 -2.88744
O -9.51447 -5.00400 -1.84914
O -9.55614 -2.53599 -1.88047
H -10.37421 -2.34944 0.00275
H -9.66891 -0.85886 -0.66464
H -8.19043 -2.28716 1.08980
H -7.40062 -1.70844 -0.39225
C 8.49418 -2.48731 2.97398
C 7.96684 -3.20793 1.75103
O 6.58968 -2.81979 1.69090
S 6.41624 -1.32129 2.22364
O 6.39074 -0.45185 1.10230
O 5.40897 -1.31942 3.21649
O 7.84495 -1.21008 2.93572
H 8.20566 -2.99529 3.89584
H 9.57184 -2.35132 2.95387
H 8.04140 -4.28850 1.83123
H 8.46370 -2.87282 0.83831
```

Atom charges from the Löwdin analysis, given in e for atoms 1 to 8: O -0.2657; P 0.4442; O -0.1249; O -0.1171; C -0.2017; N -0.2265; C -0.1511; C -0.0366


# C6H10N2O3

One molecule with the formula C6H10N2O3 at a distorted geometry (the ωB97M-V functional and the def2-TZVPD basis, the Open Molecules 2025 dataset).

Calculated values
**Multiplicity**: 3
**Net charge**: 0
**Energy above the lowest of the compared OMol25 structures with the same formula, charge and spin**: 443.9 kJ/mol
**E_HOMO (spin up / spin down)**: -5.3304 / -9.8127 eV

XYZ file:
```
21
C6H10N2O3 | the Open Molecules 2025 dataset | the ωB97M-V functional and the def2-TZVPD basis
C 1.34893 0.91439 -0.03169
C -2.01664 0.03218 0.12658
C 1.20296 -0.53868 0.08443
C -3.15649 0.90191 -0.44182
C 1.17569 -0.88679 1.54222
C 2.40760 -1.10618 -0.69243
N -1.04500 -0.17276 -0.85658
N 0.95538 2.01825 -0.02090
O -1.98517 -0.52787 1.16032
O 0.66273 3.18688 0.05316
O 0.00762 -1.00355 -0.60348
H -2.84807 1.93356 -0.43979
H -3.95958 0.76431 0.25661
H -3.54403 0.74961 -1.41450
H 1.02122 -1.98975 1.44694
H 0.38348 -0.48449 2.29350
H 2.18076 -0.68043 1.79762
H 3.20123 -0.40627 -0.44965
H 2.25397 -0.94155 -1.76027
H 2.74353 -2.19276 -0.44380
H -0.99011 0.42995 -1.60645
```

Atom charges from the Löwdin analysis, given in e for atoms 1 to 8: C 0.0086; C -0.4979; C -0.5678; C 0.0148; C -0.0101; C -0.0277; N 0.0459; N -0.0371